The following is a DFT calculation (ωB97M-V with the def2-TZVPD basis set) of a molecular structure, C15H52AgF2NO19S2 in a non-equilibrium geometry.

```
! wB97M-V def2-TZVPD RIJCOSX def2/J DEFGRID3
* xyz -3 2
Ag -26.170 -10.119 -12.921
O -27.551 -5.016 -14.681
C -27.412 -5.405 -13.280
C -26.518 -6.668 -12.932
O -26.699 -7.895 -13.652
H -28.414 -5.559 -12.880
H -27.048 -4.552 -12.707
H -26.466 -6.894 -11.867
H -25.481 -6.341 -13.001
O -29.544 -11.831 -16.945
C -30.393 -10.893 -16.306
C -29.918 -9.703 -15.388
O -28.680 -9.095 -15.722
H -31.175 -11.482 -15.826
H -30.940 -10.403 -17.112
H -29.819 -10.078 -14.369
H -30.703 -8.952 -15.299
N -27.708 -10.189 -11.442
S -29.142 -10.694 -11.363
O -30.163 -9.763 -11.822
O -29.474 -11.654 -10.334
F -29.022 -11.640 -12.725
S -27.869 -9.370 -9.968
O -27.847 -10.134 -8.724
O -28.614 -8.099 -9.996
F -26.316 -8.883 -10.025
C -29.047 -14.803 -10.589
O -27.944 -15.593 -10.306
H -29.830 -15.409 -11.045
H -29.484 -14.401 -9.675
H -28.860 -13.954 -11.247
H -27.781 -16.242 -10.994
C -29.100 -10.684 -5.966
O -29.285 -10.862 -4.600
H -28.096 -11.052 -6.177
H -29.874 -11.056 -6.636
H -29.087 -9.598 -6.068
H -28.418 -10.693 -4.224
C -32.708 -11.620 -12.821
O -34.128 -11.674 -12.876
H -32.318 -12.454 -13.405
H -32.372 -10.659 -13.209
H -32.385 -11.812 -11.798
H -34.410 -12.353 -13.494
C -30.957 -6.817 -13.087
O -32.040 -6.095 -13.710
H -31.318 -7.816 -12.839
H -30.098 -7.003 -13.731
H -30.624 -6.350 -12.160
H -32.432 -6.732 -14.312
C -25.785 -13.077 -10.977
O -25.245 -11.817 -11.339
H -26.680 -13.058 -10.355
H -26.135 -13.551 -11.894
H -24.988 -13.699 -10.569
H -24.756 -11.545 -10.558
C -25.312 -5.324 -9.469
O -25.836 -5.017 -8.205
H -24.225 -5.382 -9.402
H -25.732 -6.288 -9.757
H -25.550 -4.556 -10.204
H -26.703 -4.637 -8.370
C -29.099 -4.754 -9.478
O -28.413 -3.759 -8.729
H -29.619 -4.317 -10.331
H -28.389 -5.481 -9.872
H -29.837 -5.270 -8.865
H -29.107 -3.230 -8.331
C -32.813 -9.059 -10.577
O -33.713 -8.330 -9.772
H -31.794 -8.694 -10.444
H -32.745 -10.126 -10.366
H -33.053 -8.999 -11.639
H -33.940 -7.516 -10.227
C -25.440 -10.133 -6.528
O -24.155 -9.531 -6.652
H -25.708 -10.344 -5.493
H -26.256 -9.511 -6.896
H -25.519 -11.063 -7.089
H -24.239 -8.633 -6.323
C -29.908 -14.386 -14.514
O -31.044 -14.651 -15.299
H -29.998 -15.150 -13.741
H -28.881 -14.421 -14.877
H -30.086 -13.445 -13.993
H -31.770 -14.775 -14.684
C -31.888 -13.174 -8.532
O -33.227 -12.749 -8.467
H -31.736 -14.247 -8.654
H -31.441 -12.743 -9.428
H -31.365 -12.777 -7.663
H -33.271 -11.827 -8.204
*
```

- HOMO level (eV) = 2.6
- F_max (eV/A) = 8.246
- orbital gap (eV) = 2.4
- LUMO energy (eV) = 4.97
- relative energy (zero: lowest compared OMol25 entry of this formula, charge and spin) (eV) = 2.665